No. 1
Entry from the OMol25 dataset: a structure of composition C30H35O2Re at a distorted geometry (ωB97M-V/def2-TZVPD).

Properties
E   -1392.4960 Eh
Gap between HOMO and LUMO (alpha / beta)   8.97 / 6.35 eV
Net charge   +1
HOMO (alpha / beta)   -10.82 / -10.82 eV
2S+1   4

Geometry (Å):
1 C -2.088 0.053 0.857
2 C -1.874 1.186 -0.041
3 C -1.674 0.669 -1.353
4 H -2.007 2.251 0.165
5 C -1.707 -0.746 -1.299
6 C -1.930 -1.136 0.066
7 H -2.121 -2.138 0.446
8 H -2.437 0.038 1.891
9 H -1.612 1.296 -2.248
10 H -1.648 -1.423 -2.152
11 C 1.945 0.933 0.704
12 C 0.933 1.033 1.698
13 C 0.547 -0.322 2.104
14 H 0.744 1.981 2.190
15 C 1.345 -1.218 1.318
16 C 2.189 -0.432 0.454
17 H 2.929 -0.819 -0.247
18 H 2.448 1.826 0.318
19 H -0.060 -0.578 2.979
20 H 1.367 -2.302 1.440
21 Re -0.150 -0.009 0.142
22 O 1.405 -0.899 -3.559
23 C 1.070 0.025 -4.622
24 C 1.152 -1.457 -4.917
25 H 0.084 0.458 -4.527
26 H 1.871 0.645 -5.001
27 H 0.196 -1.952 -5.012
28 H 1.012 -3.017 -7.097
29 C 2.044 -2.817 -6.810
30 C 2.284 -2.024 -5.665
31 C 3.617 -1.743 -5.321
32 H 3.827 -1.137 -4.441
33 C 4.670 -2.269 -6.071
34 H 5.699 -2.061 -5.766
35 C 4.419 -3.061 -7.199
36 H 5.248 -3.463 -7.782
37 C 3.092 -3.331 -7.570
38 H 2.890 -3.946 -8.453
39 C 1.809 3.307 4.901
40 C 0.821 2.133 4.733
41 C 0.848 1.236 5.991
42 C -0.636 2.646 4.527
43 C -1.127 3.410 5.543
44 C -2.464 3.809 5.525
45 C -3.382 3.532 4.508
46 C -2.948 2.819 3.428
47 C -4.010 2.432 2.362
48 C -4.934 1.362 2.986
49 C -4.849 3.645 1.915
50 C -1.545 2.431 3.408
51 O -1.114 1.984 2.286
52 H 1.478 3.982 5.702
53 H 1.855 3.886 3.972
54 H 2.820 2.947 5.140
55 H 1.198 1.514 3.899
56 H 0.464 1.778 6.868
57 H 0.203 0.363 5.826
58 H 1.868 0.888 6.208
59 H -0.418 3.587 6.352
60 H -2.818 4.341 6.389
61 H -4.445 3.782 4.528
62 H -3.544 2.000 1.457
63 H -5.377 1.750 3.915
64 H -5.745 1.072 2.304
65 H -4.347 0.471 3.245
66 H -4.194 4.389 1.450
67 H -5.614 3.346 1.185
68 H -5.344 4.116 2.774

Mulliken population analysis, charges in e, atoms 1 to 6: C -0.107; C 0.363; C -1.305; H 0.470; C -0.303; C -1.538



No. 2
Entry from the OMol25 dataset: a cluster of 2 separate species, C4H5N3 in total (ωB97M-V/def2-TZVPD).

Properties
Structure (SMILES)   C1=C=NC=NC=1.N
E   -319.5558 Eh
Gap between HOMO and LUMO   9.35 eV
ΔE to the lowest compared entry with this formula, charge and spin   98.2 kcal per mole
HOMO   -9.74 eV

Geometry (Å):
1 C 0.116 0.713 0.158
2 C 1.312 1.151 0.260
3 N 2.552 0.949 0.266
4 C 2.657 -0.411 0.059
5 N 1.618 -1.206 -0.098
6 C 0.381 -0.674 -0.053
7 H 3.663 -0.815 0.030
8 H -0.440 -1.376 -0.191
9 N -3.169 0.619 -0.081
10 H -3.045 0.312 -1.042
11 H -3.387 -0.210 0.464
12 H -2.257 0.948 0.228

Mulliken population analysis, charges in e, atoms 1 to 6: C -0.424; C 0.590; N -0.462; C -0.139; N -0.477; C 0.059



No. 3
Entry from the OMol25 dataset: a cluster of 2 separate species, C11H13F6O8PS in total at a distorted geometry (ωB97M-V/def2-TZVPD).

Properties
E   -2367.5600 Eh
Gap between HOMO and LUMO   3.66 eV
Net charge   -2
HOMO   0.30 eV

Geometry (Å):
1 C -3.069 -0.728 0.300
2 P -2.315 0.932 0.124
3 O -1.321 1.007 1.435
4 C -1.199 1.004 -1.417
5 C -0.599 -0.211 -2.180
6 C -0.490 -1.590 -1.526
7 C -1.333 -2.678 -2.157
8 F -1.585 -2.459 -3.459
9 F -0.661 -3.850 -2.102
10 F -2.514 -2.904 -1.558
11 O -2.126 1.651 -2.377
12 C -2.248 2.925 -1.873
13 O -3.254 3.583 -1.809
14 O -1.035 3.322 -1.435
15 C -0.157 2.134 -1.431
16 C 0.817 2.267 -0.285
17 C 1.419 0.924 0.159
18 C 1.912 0.976 1.551
19 F 2.989 1.738 1.827
20 C 1.302 0.265 2.529
21 F 1.029 -0.985 2.350
22 F 0.916 0.857 3.656
23 H -2.399 -1.573 0.403
24 H -3.611 -0.649 1.241
25 H -3.820 -0.879 -0.464
26 H -1.245 0.144 1.858
27 H -1.099 -0.242 -3.140
28 H 0.413 0.086 -2.433
29 H 0.521 -1.947 -1.690
30 H -0.576 -1.584 -0.449
31 H 0.246 2.171 -2.439
32 H 1.640 2.892 -0.625
33 H 0.348 2.803 0.532
34 H 2.245 0.669 -0.515
35 H 0.653 0.163 0.123
36 O 5.376 -1.798 4.080
37 S 4.046 -2.049 3.460
38 O 3.946 -3.477 3.035
39 O 3.879 -1.171 2.260
40 O 2.957 -1.738 4.440

Mulliken population analysis, charges in e, atoms 1 to 6: C -1.279; P -0.105; O -0.318; C 1.704; C -1.297; C -0.785



No. 4
Entry from the OMol25 dataset: a cluster of 2 separate species, C5H10IN2S in total at a distorted geometry (ωB97M-V/def2-TZVPD).

Properties
E   -1001.5543 Eh
Gap between HOMO and LUMO   8.88 eV
Net charge   +1
ΔE to the lowest compared entry with this formula, charge and spin   68.8 kcal per mole
HOMO   -12.50 eV

Geometry (Å):
1 C 0.084 -2.527 -0.049
2 C -1.044 -1.712 0.490
3 C -0.623 -0.368 1.101
4 C 1.022 0.942 -0.306
5 C 3.248 1.498 -1.490
6 N 2.005 1.401 -0.785
7 N -0.120 0.724 0.244
8 S 1.491 -1.971 -0.473
9 I -4.147 1.174 -0.011
10 H -1.804 -1.828 -0.226
11 H -1.264 -2.220 1.413
12 H -1.487 -0.080 1.655
13 H 0.097 -0.601 1.802
14 H -0.035 -3.531 -0.249
15 H 3.020 1.579 -2.486
16 H 3.753 2.193 -0.961
17 H 3.665 0.559 -1.375
18 H -4.283 0.359 -1.448
19 H -0.880 1.440 -0.215

Mulliken population analysis, charges in e, atoms 1 to 6: C -0.331; C -0.106; C -1.085; C 0.574; C -0.741; N -0.113



No. 5
Entry from the OMol25 dataset: a structure of composition C31H40Br3N3O15 at a distorted geometry (ωB97M-V/def2-TZVPD).

Properties
E   -10219.8864 Eh
Gap between HOMO and LUMO   9.34 eV
ΔE to the lowest compared entry with this formula, charge and spin   0.0 kcal per mole
HOMO   -9.88 eV

Geometry (Å):
1 C 1.754 -6.116 3.618
2 C 0.644 -6.948 3.716
3 C -0.110 -6.945 4.865
4 C 0.173 -6.052 5.910
5 C 1.323 -5.293 5.825
6 C 2.108 -5.298 4.678
7 N -0.580 -6.161 7.168
8 O -0.370 -5.341 8.027
9 O -1.341 -7.098 7.261
10 H 2.475 -6.138 2.809
11 H 0.288 -7.543 2.887
12 H -0.975 -7.583 4.983
13 H 1.524 -4.510 6.549
14 H 2.999 -4.692 4.586
15 C 3.384 3.271 1.869
16 C 3.278 4.315 0.928
17 C 2.057 4.739 0.507
18 C 0.882 4.068 0.885
19 C 0.984 3.033 1.804
20 C 2.221 2.650 2.294
21 N -0.410 4.466 0.367
22 O -0.420 5.078 -0.680
23 O -1.399 4.172 1.001
24 H 4.309 2.978 2.345
25 H 4.189 4.823 0.636
26 H 1.953 5.640 -0.087
27 H 0.068 2.573 2.152
28 H 2.361 1.863 3.022
29 C -3.745 -1.777 -4.408
30 C -2.465 -2.209 -4.123
31 C -2.093 -2.506 -2.817
32 C -3.017 -2.312 -1.794
33 C -4.282 -1.805 -2.072
34 C -4.695 -1.644 -3.384
35 N -2.695 -2.679 -0.417
36 O -1.670 -3.313 -0.255
37 O -3.456 -2.351 0.462
38 H -4.012 -1.439 -5.401
39 H -1.684 -2.173 -4.872
40 H -1.128 -2.902 -2.532
41 H -5.005 -1.613 -1.291
42 H -5.708 -1.379 -3.648
43 C 3.027 0.835 -2.979
44 C 2.981 2.060 -2.080
45 O 3.844 3.104 -2.572
46 C 3.288 3.942 -3.435
47 O 2.224 3.791 -3.966
48 O 4.101 4.976 -3.582
49 C 3.799 5.926 -4.579
50 H 4.038 0.499 -3.202
51 H 2.485 1.033 -3.902
52 H 2.522 0.022 -2.450
53 H 3.354 1.858 -1.079
54 H 1.959 2.433 -2.032
55 H 3.479 6.878 -4.159
56 H 2.977 5.570 -5.206
57 H 4.638 6.065 -5.259
58 C -1.427 0.914 -0.773
59 C 0.050 0.699 -1.022
60 O 0.601 -0.534 -0.612
61 C 0.784 -0.803 0.667
62 O 0.643 -0.027 1.582
63 O 1.234 -2.037 0.762
64 C 1.580 -2.657 1.986
65 H -1.670 1.960 -0.944
66 H -1.809 0.714 0.225
67 H -1.932 0.300 -1.523
68 H 0.604 1.600 -0.738
69 H 0.227 0.678 -2.102
70 H 1.017 -2.306 2.846
71 H 2.649 -2.749 2.196
72 H 1.344 -3.714 1.848
73 C -4.175 1.604 2.108
74 C -4.665 0.948 0.855
75 O -4.271 1.754 -0.277
76 C -5.009 1.675 -1.384
77 O -6.024 1.032 -1.534
78 O -4.329 2.298 -2.336
79 C -4.956 2.374 -3.613
80 H -3.098 1.787 2.048
81 H -4.289 1.000 3.009
82 H -4.665 2.558 2.303
83 H -5.747 0.819 0.849
84 H -4.223 -0.034 0.677
85 H -4.277 2.851 -4.313
86 H -5.821 3.037 -3.537
87 H -5.289 1.405 -3.975
88 C 6.216 -0.940 0.359
89 Br 6.337 0.229 -1.227
90 Br 4.635 -2.072 0.426
91 Br 6.181 0.285 1.940
92 H 7.148 -1.485 0.331

Mulliken population analysis, charges in e, atoms 1 to 6: C -0.387; C -0.597; C -0.246; C 0.040; C -0.231; C -0.385



No. 6
Entry from the OMol25 dataset: a cluster of 2 separate species, CH6S3 in total at a distorted geometry (ωB97M-V/def2-TZVPD).

Properties
Structure (SMILES)   CS.SS
E   -1236.2262 Eh
Gap between HOMO and LUMO   9.07 eV
ΔE to the lowest compared entry with this formula, charge and spin   10.7 kcal per mole
HOMO   -8.77 eV

Geometry (Å):
1 C 1.751 1.363 -1.275
2 S 2.166 0.655 0.364
3 H 1.061 2.187 -1.084
4 H 2.462 1.729 -2.016
5 H 1.167 0.603 -1.794
6 H 2.920 -0.304 -0.124
7 S -1.301 -0.902 1.195
8 S -1.856 -0.382 -0.757
9 H -0.165 -0.157 1.358
10 H -1.961 -1.702 -1.068

Mulliken population analysis, charges in e, atoms 1 to 6: C -0.729; S -0.207; H 0.252; H 0.338; H 0.261; H 0.121